[1]
Formula: C7H19N2O4P
Source: OMol25
Level of theory: ωB97M-V/def2-TZVPD

The geometry in ORCA input format:
```
! wB97M-V def2-TZVPD RIJCOSX def2/J DEFGRID3
* xyz 0 1
N -1.726 1.869 0.995
C -2.548 2.031 -0.209
P -1.691 1.417 -1.696
C -2.078 2.345 -3.229
N -1.275 3.576 -3.309
C -2.034 -0.428 -1.801
O -3.222 -0.667 -1.602
O -1.082 -1.174 -2.030
H -0.861 1.376 0.832
H -1.530 2.751 1.439
H -2.934 3.038 -0.333
H -3.402 1.361 -0.110
H -0.323 1.604 -1.459
H -3.116 2.651 -3.264
H -1.830 1.726 -4.083
H -0.294 3.341 -3.246
H -1.511 4.209 -2.557
C 2.230 -0.203 0.770
O 1.299 -0.611 1.755
C 0.568 -1.762 1.330
C 1.129 -3.024 1.944
O 2.437 -3.308 1.470
C 3.453 -2.959 2.390
H 2.886 0.546 1.212
H 2.837 -1.041 0.421
H 1.709 0.238 -0.090
H 0.568 -1.825 0.239
H -0.468 -1.638 1.660
H 0.492 -3.864 1.653
H 1.121 -2.955 3.036
H 3.470 -3.663 3.229
H 3.320 -1.944 2.774
H 4.406 -3.015 1.868
*
```

E in eV: -28023.6855
Highest occupied orbital energy in eV: -9.16

***

[2]
Formula: C19H17ClMnN3O2
Source: OMol25
Level of theory: ωB97M-V/def2-TZVPD

The geometry in ORCA input format:
```
! wB97M-V def2-TZVPD RIJCOSX def2/J DEFGRID3
* xyz 2 5
Mn -0.411 0.146 -0.196
C -3.731 -0.663 0.561
C -2.765 -0.951 1.654
C -3.239 -1.391 2.899
C -2.358 -1.699 3.914
C -0.995 -1.587 3.671
C -0.575 -1.141 2.426
N -1.451 -0.803 1.439
C 0.842 -1.011 2.071
C 1.922 -1.306 2.899
C 3.212 -1.138 2.418
C 3.412 -0.679 1.125
C 2.300 -0.389 0.343
N 1.041 -0.552 0.815
C 2.339 0.053 -1.055
C 3.490 0.461 -1.711
C 3.405 0.820 -3.054
C 2.192 0.712 -3.701
C 1.061 0.287 -2.992
C -0.242 0.112 -3.684
N 1.137 0.008 -1.687
H -4.682 -1.154 0.761
H -3.346 -1.003 -0.404
H -3.929 0.410 0.492
H -4.301 -1.485 3.053
H -2.712 -2.034 4.876
H -0.276 -1.835 4.434
H 1.771 -1.656 3.908
H 4.059 -1.363 3.047
H 4.413 -0.557 0.741
H 4.433 0.513 -1.193
H 4.282 1.164 -3.582
H 2.099 0.950 -4.749
H -0.074 -0.263 -4.693
H -0.784 1.055 -3.788
H -0.875 -0.594 -3.141
Cl 0.014 2.543 0.124
C -1.193 3.190 -0.989
C -2.144 2.044 -1.476
O -3.112 2.321 -2.118
O -1.746 0.871 -1.122
H -0.696 3.639 -1.851
H -1.787 3.955 -0.485
*
```

E in eV: -72374.6760
Highest occupied orbital energy (alpha / beta) in eV: -15.53 / -15.52

***

[3]
Formula: C5H7NO
Source: OMol25
Level of theory: ωB97M-V/def2-TZVPD

The geometry in ORCA input format:
```
! wB97M-V def2-TZVPD RIJCOSX def2/J DEFGRID3
* xyz 0 1
C -1.053 -1.021 0.447
C -0.537 0.367 0.042
C 0.864 0.316 -0.581
C 1.895 0.088 0.503
O 1.610 0.069 1.677
C -1.489 1.018 -0.870
N -2.252 1.517 -1.574
H -2.032 -0.946 0.928
H -0.358 -1.477 1.156
H -1.153 -1.670 -0.429
H -0.469 0.986 0.943
H 0.917 -0.456 -1.359
H 1.098 1.256 -1.099
H 2.958 -0.045 0.217
*
```

E in eV: -8835.4790
SMILES: C[C@H](C#N)CC=O
Highest occupied orbital energy in eV: -10.52
Relative energy (zero: lowest compared OMol25 entry of this formula, charge and spin) in kcal/mol: 16.7

***

[4]
Formula: C3H21N3O9
Source: OMol25
Level of theory: ωB97M-V/def2-TZVPD

The geometry in ORCA input format:
```
! wB97M-V def2-TZVPD RIJCOSX def2/J DEFGRID3
* xyz 0 1
O 0.654 -0.907 2.558
C 0.609 -0.515 1.361
N 1.137 -1.469 0.496
C 0.791 -1.717 -0.864
N -0.520 -1.892 -1.231
O 1.726 -1.946 -1.577
C 0.265 0.778 0.657
N -0.740 1.535 1.418
H 1.734 -2.217 0.993
H -1.341 -1.732 -0.569
H -0.681 -2.431 -2.034
H -0.041 0.727 -0.410
H 1.239 1.338 0.843
H -0.255 1.851 2.288
H -0.927 2.436 0.835
H -3.839 -1.310 -0.364
H -3.358 -1.778 0.947
O -3.348 -2.042 -0.001
H -0.284 2.750 -1.126
H -0.497 1.532 -2.032
O -1.045 2.252 -1.490
H 0.618 0.539 -3.687
H 1.600 0.608 -2.535
O 0.600 0.641 -2.741
H -2.363 0.647 0.660
H -2.376 1.080 -0.836
O -2.673 0.441 -0.214
H 2.788 0.269 -0.516
H 4.317 0.340 -0.040
O 3.503 0.789 -0.197
H 1.942 3.472 -1.592
H 2.209 2.668 -0.396
O 1.504 3.030 -0.909
H -1.571 -1.261 2.735
H -1.016 -0.249 3.599
O -1.801 -0.730 3.511
*
```

E in eV: -26349.4242
SMILES: NCC(=O)NC(N)=O.O.O.O.O.O.O.O
Highest occupied orbital energy in eV: -9.79
Relative energy (zero: lowest compared OMol25 entry of this formula, charge and spin) in kcal/mol: 55.5

***

[5]
Formula: C2H7N4
Source: OMol25
Level of theory: ωB97M-V/def2-TZVPD

The geometry in ORCA input format:
```
! wB97M-V def2-TZVPD RIJCOSX def2/J DEFGRID3
* xyz 1 1
C -0.348 -1.324 -0.127
C -1.057 -0.211 -0.824
N -0.026 1.605 2.581
N 0.381 -0.144 -0.531
N 0.868 0.797 0.561
N -0.115 1.036 1.499
H -0.534 -1.388 1.000
H -0.142 -2.187 -0.656
H -1.297 -0.540 -1.902
H -1.663 0.529 -0.294
H 0.992 1.832 2.999
H 0.915 -0.073 -1.385
H 1.796 0.742 0.976
*
```

E in eV: -8135.7465
SMILES: [H]/N=N\N[NH+]1CC1
Highest occupied orbital energy in eV: -14.10
Relative energy (zero: lowest compared OMol25 entry of this formula, charge and spin) in kcal/mol: 149.9

***

[6]
Formula: C36H38N2O4
Source: OMol25
Level of theory: ωB97M-V/def2-TZVPD

The geometry in ORCA input format:
```
! wB97M-V def2-TZVPD RIJCOSX def2/J DEFGRID3
* xyz 0 1
C 3.480 3.246 -3.287
C 3.599 1.739 -3.152
C 2.993 1.019 -4.338
C 5.070 1.387 -3.078
O 2.991 1.207 -1.891
C 1.628 1.301 -1.851
C 0.842 0.190 -1.179
N -0.425 0.411 -1.311
C -1.476 -0.016 -1.964
C -2.458 1.016 -2.321
C -3.808 0.673 -2.458
C -4.745 1.648 -2.782
C -4.326 2.963 -3.031
C -2.977 3.317 -2.861
C -2.051 2.361 -2.445
C -1.559 -1.400 -2.458
C -2.203 -1.707 -3.680
C -2.211 -3.030 -4.140
C -1.416 -3.999 -3.497
C -0.631 -3.643 -2.387
C -0.787 -2.385 -1.820
O 1.052 2.220 -2.445
H 3.871 3.746 -2.394
H 4.058 3.594 -4.155
H 2.439 3.535 -3.421
H 3.086 -0.066 -4.226
H 1.938 1.268 -4.452
H 3.478 1.279 -5.280
H 5.192 0.301 -3.072
H 5.615 1.763 -3.960
H 5.550 1.798 -2.186
H 1.398 -0.708 -0.958
H -4.126 -0.347 -2.246
H -5.804 1.388 -2.850
H -5.059 3.725 -3.345
H -2.642 4.336 -3.039
H -1.021 2.636 -2.231
H -2.632 -0.904 -4.276
H -2.820 -3.318 -5.004
H -1.347 -5.035 -3.873
H 0.125 -4.303 -1.952
H -0.268 -2.140 -0.895
C 6.133 -0.377 2.381
O 5.174 -1.080 3.194
C 3.831 -0.956 2.992
C 2.998 -2.050 3.353
C 1.700 -2.127 2.899
C 1.097 -1.076 2.116
C -0.254 -1.096 1.493
C -1.338 -0.309 1.899
C -2.567 -0.892 2.675
N -2.587 -1.066 4.277
C -2.473 0.011 5.102
C -2.709 -0.089 6.478
C -3.098 -1.301 7.061
C -3.260 -2.378 6.195
C -3.065 -2.222 4.825
C -1.368 1.128 1.452
C -2.734 1.755 1.165
O -0.393 1.862 1.386
C 1.911 0.046 1.899
C 3.224 0.132 2.319
H 7.059 -0.921 2.573
H 5.922 -0.390 1.300
H 6.259 0.657 2.728
H 3.434 -2.841 3.986
H 1.104 -3.019 3.125
H -0.507 -2.105 1.108
H -3.396 -0.213 2.469
H -2.925 -1.889 2.367
H -2.205 0.956 4.627
H -2.563 0.781 7.107
H -3.245 -1.407 8.142
H -3.527 -3.365 6.575
H -3.296 -3.027 4.128
H -3.050 2.276 2.092
H -2.625 2.538 0.392
H -3.485 1.033 0.806
H 1.426 0.891 1.382
H 3.785 1.066 2.125
*
```

E in eV: -49111.0785
Highest occupied orbital energy in eV: -4.97

***

[7]
Formula: C4H10N2S
Source: OMol25
Level of theory: ωB97M-V/def2-TZVPD

The geometry in ORCA input format:
```
! wB97M-V def2-TZVPD RIJCOSX def2/J DEFGRID3
* xyz 0 1
C -0.539 -2.315 0.156
C -0.819 -1.188 0.755
C 1.906 0.361 -0.021
C 0.869 1.438 0.288
N -1.063 0.150 -1.621
N -2.120 1.209 0.644
S -1.024 0.400 -0.094
H -0.350 -3.334 0.645
H -0.383 -2.324 -0.914
H -0.775 -1.237 1.846
H 1.655 -0.518 0.604
H 1.839 0.093 -1.132
H 2.859 0.678 -0.043
H 0.766 2.393 -0.245
H 0.639 1.537 1.321
H -0.715 0.957 -2.133
H -2.745 1.700 -0.056
*
```

E in eV: -18120.4706
SMILES: C=CS(=N)(=N)CC
Highest occupied orbital energy in eV: -8.46
Relative energy (zero: lowest compared OMol25 entry of this formula, charge and spin) in kcal/mol: 117.9

***

[8]
Formula: C4AlBO8
Source: OMol25
Level of theory: ωB97M-V/def2-TZVPD

The geometry in ORCA input format:
```
! wB97M-V def2-TZVPD RIJCOSX def2/J DEFGRID3
* xyz 2 1
Al 1.644 2.040 -5.260
O -2.576 0.443 2.688
C -1.634 0.154 2.062
O -1.498 -0.404 0.899
B -0.080 -0.302 0.458
O 0.673 -0.028 1.675
C -0.110 0.315 2.649
O 0.139 0.726 3.706
O 0.052 0.770 -0.564
C 0.425 0.261 -1.702
O 0.638 0.853 -2.703
C 0.723 -1.294 -1.458
O 0.425 -1.529 -0.192
O 1.179 -2.005 -2.258
*
```

E in eV: -27780.8251
Highest occupied orbital energy in eV: -17.86
Relative energy (zero: lowest compared OMol25 entry of this formula, charge and spin) in kcal/mol: 9.5